1.
{
  "formula": "C3H3N3O",
  "method": "ωB97M-V/def2-TZVPD",
  "orbital_gap_ev": 10.10,
  "e_above_lowest_kj_mol": 219.69,
  "energy_ha": -355.556209,
  "e_homo_ev": -9.842,
  "lumo_ev": 0.259,
  "symbols": ["O", "N", "N", "N", "C", "C", "C", "H", "H", "H"],
  "xyz": [[2.155, -0.400, -0.231], [-0.997, -0.092, 0.837], [-0.462, 1.201, 0.639], [0.088, -0.954, -1.071], [1.053, -0.066, -0.590], [-0.871, -1.001, -0.227], [0.476, 1.259, -0.227], [0.891, 2.223, -0.502], [-0.646, -0.457, 1.712], [-1.687, -1.713, -0.340]],
  "mulliken_charge": [-0.51, -0.20, -0.40, -0.43, 0.56, -0.01, -0.10, 0.40, 0.30, 0.37]
}

=====

2.
{
  "formula": "C2H7ClS",
  "method": "ωB97M-V/def2-TZVPD",
  "orbital_gap_ev": 9.48,
  "e_above_lowest_kj_mol": 89.16,
  "energy_ha": -938.731415,
  "e_homo_ev": -8.885,
  "lumo_ev": 0.596,
  "symbols": ["Cl", "S", "C", "C", "H", "H", "H", "H", "H", "H", "H"],
  "xyz": [[-0.930, 0.091, -1.964], [-0.367, 0.082, 1.772], [0.575, -0.487, 0.323], [1.980, 0.093, 0.234], [-1.719, 0.946, -1.414], [-0.024, -0.174, -0.534], [1.952, 1.187, 0.222], [0.598, -1.581, 0.313], [0.473, -0.402, 2.704], [2.480, -0.252, -0.678], [2.590, -0.219, 1.089]],
  "mulliken_charge": [-0.32, -0.22, 0.03, -0.98, 0.27, -0.15, 0.29, 0.35, 0.10, 0.30, 0.33]
}

=====

3.
{
  "formula": "C4H6N2",
  "method": "ωB97M-V/def2-TZVPD",
  "orbital_gap_ev": 10.76,
  "e_above_lowest_kj_mol": 195.18,
  "energy_ha": -265.461233,
  "e_homo_ev": -9.825,
  "lumo_ev": 0.935,
  "symbols": ["N", "N", "C", "C", "C", "C", "H", "H", "H", "H", "H", "H"],
  "xyz": [[-0.107, -0.458, 0.661], [2.488, 1.592, -0.425], [1.059, -0.601, -0.213], [-0.905, 0.753, 0.539], [-1.411, -0.535, 0.017], [1.863, 0.626, -0.311], [0.785, -0.893, -1.237], [-0.592, 1.508, -0.183], [-1.433, -0.649, -1.068], [-2.172, -1.097, 0.553], [1.696, -1.398, 0.185], [-1.272, 1.151, 1.480]],
  "mulliken_charge": [-0.28, -0.40, -0.35, -0.32, -0.40, 0.30, 0.22, 0.26, 0.24, 0.25, 0.27, 0.23]
}

=====

4.
{
  "formula": "C8H15NO",
  "method": "ωB97M-V/def2-TZVPD",
  "orbital_gap_ev": 8.05,
  "e_above_lowest_kj_mol": 475.61,
  "energy_ha": -443.660026,
  "e_homo_ev": -7.295,
  "lumo_ev": 0.760,
  "symbols": ["O", "N", "C", "C", "C", "C", "C", "C", "C", "C", "H", "H", "H", "H", "H", "H", "H", "H", "H", "H", "H", "H", "H", "H", "H"],
  "xyz": [[-0.775, -1.221, -2.375], [1.860, -1.350, 0.277], [1.195, 0.133, -1.448], [0.117, 1.130, -1.893], [-0.896, -0.484, 1.822], [-1.038, -0.541, 0.305], [1.317, -0.139, -0.025], [-0.206, -0.304, -1.809], [-2.308, 0.200, -0.087], [1.591, 0.981, 0.934], [-0.277, 1.866, -1.203], [-0.821, 0.541, 2.196], [-2.596, 0.022, -1.122], [1.602, 0.662, 1.975], [2.027, -0.089, -2.110], [0.237, 1.498, -2.908], [0.867, 1.784, 0.816], [-3.164, -0.127, 0.520], [-2.198, 1.279, 0.074], [-1.073, -1.585, -0.007], [-1.784, -0.924, 2.296], [2.582, 1.386, 0.697], [1.681, -2.108, -0.366], [-0.038, -1.042, 2.207], [2.096, -1.567, 1.234]],
  "mulliken_charge": [-0.63, -0.37, -0.71, -0.72, -1.45, 0.35, 0.84, 0.71, -1.45, -1.52, 0.11, 0.27, 0.35, 0.43, 0.50, 0.33, 0.27, 0.41, 0.26, 0.33, 0.46, 0.41, 0.24, 0.29, 0.29]
}

=====

5.
{
  "formula": "C10H16O",
  "method": "ωB97M-V/def2-TZVPD",
  "orbital_gap_ev": 9.12,
  "e_above_lowest_kj_mol": 238.97,
  "energy_ha": -465.806781,
  "e_homo_ev": -8.193,
  "lumo_ev": 0.924,
  "symbols": ["O", "C", "C", "C", "C", "C", "C", "C", "C", "C", "C", "H", "H", "H", "H", "H", "H", "H", "H", "H", "H", "H", "H", "H", "H", "H", "H"],
  "xyz": [[1.921, -0.131, -1.078], [-1.257, 1.919, -1.310], [-0.687, -1.956, 1.570], [-1.571, -2.400, 2.754], [1.138, -1.012, -0.391], [1.355, 2.542, -1.762], [1.546, -1.310, 0.904], [0.174, 2.390, -0.861], [-0.235, -1.241, -0.672], [-1.165, -1.674, 0.255], [0.681, -1.994, 1.764], [-1.259, -1.894, 3.622], [1.116, -2.285, 2.703], [2.337, 2.916, -1.363], [-2.623, -2.195, 2.534], [1.048, 3.225, -2.506], [0.398, 1.768, 0.062], [-0.021, 3.315, -0.305], [-1.537, 2.545, -2.128], [-2.220, -1.781, 0.038], [-1.436, -3.465, 2.816], [2.519, -0.930, 1.273], [1.538, 0.202, -1.895], [-1.246, 0.951, -1.774], [-0.567, -1.163, -1.733], [1.874, 1.668, -2.170], [-1.820, 1.992, -0.348]],
  "mulliken_charge": [-0.57, -0.89, 0.80, -1.45, -0.12, -1.11, -0.25, -0.09, -0.18, -0.69, -0.70, 0.38, 0.34, 0.30, 0.34, 0.31, 0.17, 0.37, 0.42, 0.38, 0.36, 0.34, 0.34, 0.16, 0.57, 0.22, 0.26]
}

=====

6.
{
  "formula": "CH2ClNO3PS",
  "method": "ωB97M-V/def2-TZVPD",
  "orbital_gap_ev": 8.58,
  "e_above_lowest_kj_mol": 0.00,
  "energy_ha": -1519.689944,
  "charge": -1,
  "e_homo_ev": -5.221,
  "lumo_ev": 3.358,
  "symbols": ["Cl", "S", "P", "O", "O", "O", "N", "C", "H", "H"],
  "xyz": [[4.467, -1.229, 0.261], [4.533, 1.626, -0.406], [1.427, -0.842, 0.021], [1.706, -1.086, -1.418], [2.498, 0.456, 0.493], [1.390, -1.968, 1.003], [0.234, 0.355, -0.010], [3.690, 0.396, 0.154], [-0.258, 0.775, 0.831], [-0.480, 0.166, -0.735]],
  "mulliken_charge": [-0.17, -0.40, 0.83, -0.68, -0.19, -0.69, -0.47, 0.35, 0.19, 0.23]
}

=====

7.
{
  "formula": "C2H7NO2S2",
  "method": "ωB97M-V/def2-TZVPD",
  "orbital_gap_ev": 9.46,
  "e_above_lowest_kj_mol": 500.37,
  "energy_ha": -1081.846468,
  "e_homo_ev": -9.275,
  "lumo_ev": 0.185,
  "symbols": ["S", "S", "O", "O", "N", "C", "C", "H", "H", "H", "H", "H", "H", "H"],
  "xyz": [[0.241, -0.045, -1.351], [-0.244, -0.276, 0.726], [1.166, 0.209, 1.339], [-1.176, 0.701, 1.074], [-0.558, -2.095, 0.946], [1.662, 1.539, 1.302], [-1.378, -0.587, -1.966], [-1.451, -0.660, -3.065], [-1.447, -1.659, -1.483], [0.892, 2.163, 1.873], [0.052, -2.539, 0.272], [1.665, 1.651, 0.201], [-1.987, 0.158, -1.595], [2.564, 1.441, 1.727]],
  "mulliken_charge": [-0.08, 0.84, -0.31, -0.52, -0.56, -0.52, -0.77, 0.34, 0.31, 0.25, 0.25, 0.29, 0.26, 0.23]
}

=====

8.
{
  "formula": "C21H45GdO2P3",
  "method": "ωB97M-V/def2-TZVPD",
  "orbital_gap_ev": [4.34, 7.04],
  "e_above_lowest_kj_mol": 261.72,
  "spin_multiplicity": 8,
  "energy_ha": -2766.241314,
  "charge": 3,
  "e_homo_ev": [-15.555, -16.115],
  "lumo_ev": [-11.220, -9.075],
  "symbols": ["Gd", "P", "P", "P", "O", "O", "C", "C", "C", "C", "C", "C", "C", "C", "C", "C", "C", "C", "C", "C", "C", "C", "C", "C", "C", "C", "C", "H", "H", "H", "H", "H", "H", "H", "H", "H", "H", "H", "H", "H", "H", "H", "H", "H", "H", "H", "H", "H", "H", "H", "H", "H", "H", "H", "H", "H", "H", "H", "H", "H", "H", "H", "H", "H", "H", "H", "H", "H", "H", "H", "H", "H"],
  "xyz": [[0.178, -0.455, 0.010], [-2.588, -1.734, -1.017], [-0.957, 0.566, 2.450], [-0.900, 2.140, -0.530], [1.459, 0.163, -1.469], [1.162, -2.177, 0.980], [2.869, -3.043, 2.462], [1.061, -1.010, -3.729], [4.459, 2.143, 0.023], [1.540, -3.765, 2.755], [1.634, -0.084, -2.774], [-3.675, -0.589, -1.549], [-0.441, -0.484, 3.858], [-3.158, -2.802, 0.173], [-2.418, 2.890, 0.176], [0.319, 3.418, -0.047], [2.346, 1.463, -4.437], [-1.099, 2.477, -2.324], [1.845, 0.600, -5.409], [1.235, -0.636, -5.063], [0.514, -3.315, 1.713], [2.533, -1.864, 1.548], [3.969, 2.584, 1.224], [-0.587, 2.177, 3.244], [2.396, 1.024, -3.152], [-2.745, 0.589, 2.865], [-1.589, -2.530, -2.307], [-1.429, -1.879, -3.171], [1.350, 3.048, -0.129], [-3.812, -3.395, -0.492], [-2.459, -3.470, 0.681], [-3.267, 2.206, 0.056], [4.767, 2.881, -0.760], [2.427, -0.935, 2.143], [0.473, -1.874, -3.379], [-0.960, -1.449, 3.835], [-3.322, 0.212, -2.198], [1.911, 0.916, -6.455], [0.447, 2.455, 3.025], [-1.687, -1.179, -0.218], [-2.877, 0.780, 3.940], [-3.781, -2.301, 0.921], [-1.126, 3.569, -2.414], [-4.316, -0.162, -0.769], [0.862, -1.238, -5.881], [3.571, -3.715, 1.948], [0.183, 4.263, -0.732], [1.624, -4.851, 2.727], [3.577, 1.801, 1.915], [1.192, -3.485, 3.758], [-2.624, 3.805, -0.389], [-3.267, 1.370, 2.306], [-2.052, 2.066, -2.681], [-2.299, -3.324, -2.489], [0.281, -4.087, 0.974], [4.786, 1.127, -0.152], [-1.256, 2.974, 2.906], [3.359, -2.698, 3.371], [3.507, 3.562, 1.355], [-3.182, -0.385, 2.623], [-0.690, 0.025, 4.800], [-0.398, -2.948, 2.189], [0.642, -0.647, 3.820], [0.158, 3.762, 0.981], [2.690, 2.473, -4.580], [-2.353, 3.163, 1.236], [-0.299, 2.085, -2.965], [-0.592, -2.917, -2.001], [-4.290, -1.296, -2.146], [-0.704, 2.085, 4.332], [2.654, 1.583, -2.228], [3.214, -1.719, 0.714]],
  "mulliken_charge": [-0.12, 0.93, 1.03, 1.09, -0.23, -0.18, -0.67, -1.06, -0.51, -0.79, 0.89, -0.86, -1.35, -1.19, -1.31, -1.11, -0.59, -1.16, -0.51, -0.77, -0.01, -0.28, -0.47, -1.40, -0.09, -1.31, -1.39, 0.55, 0.04, 0.49, 0.40, 0.23, 0.29, 0.23, 0.78, 0.34, 0.32, 0.40, 0.33, -0.09, 0.43, 0.41, 0.51, 0.41, 0.46, 0.35, 0.51, 0.37, 0.13, 0.29, 0.48, 0.36, 0.35, 0.55, 0.44, 0.30, 0.42, 0.33, 0.31, 0.32, 0.58, 0.01, 0.35, 0.41, 0.47, 0.37, 0.18, 0.59, 0.40, 0.50, 0.20, 0.35]
}

=====

What did the fourth record say?
{
  "formula": "C8H15NO",
  "method": "ωB97M-V/def2-TZVPD",
  "orbital_gap_ev": 8.05,
  "e_above_lowest_kj_mol": 475.61,
  "energy_ha": -443.660026,
  "e_homo_ev": -7.295,
  "lumo_ev": 0.760,
  "symbols": ["O", "N", "C", "C", "C", "C", "C", "C", "C", "C", "H", "H", "H", "H", "H", "H", "H", "H", "H", "H", "H", "H", "H", "H", "H"],
  "xyz": [[-0.775, -1.221, -2.375], [1.860, -1.350, 0.277], [1.195, 0.133, -1.448], [0.117, 1.130, -1.893], [-0.896, -0.484, 1.822], [-1.038, -0.541, 0.305], [1.317, -0.139, -0.025], [-0.206, -0.304, -1.809], [-2.308, 0.200, -0.087], [1.591, 0.981, 0.934], [-0.277, 1.866, -1.203], [-0.821, 0.541, 2.196], [-2.596, 0.022, -1.122], [1.602, 0.662, 1.975], [2.027, -0.089, -2.110], [0.237, 1.498, -2.908], [0.867, 1.784, 0.816], [-3.164, -0.127, 0.520], [-2.198, 1.279, 0.074], [-1.073, -1.585, -0.007], [-1.784, -0.924, 2.296], [2.582, 1.386, 0.697], [1.681, -2.108, -0.366], [-0.038, -1.042, 2.207], [2.096, -1.567, 1.234]],
  "mulliken_charge": [-0.63, -0.37, -0.71, -0.72, -1.45, 0.35, 0.84, 0.71, -1.45, -1.52, 0.11, 0.27, 0.35, 0.43, 0.50, 0.33, 0.27, 0.41, 0.26, 0.33, 0.46, 0.41, 0.24, 0.29, 0.29]
}